Record 1
Here is 14 unconnected molecules or ions with the total composition C58H80N14 from the OMol25 dataset. Energies are from ωB97M-V with the def2-TZVPD basis set.

For the frontier orbital gap, the calculation gives 8.4090 eV.

ORCA input file:
```
! wB97M-V def2-TZVPD RIJCOSX def2/J DEFGRID3
* xyz 0 1
N -3.34270 19.09415 -6.81334
C -2.28606 18.39539 -6.31869
C -2.45678 18.23015 -4.97588
C -3.68947 18.84865 -4.64844
C -4.14306 19.50015 -5.76038
H -3.50120 19.25261 -7.78977
H -1.47679 18.03540 -6.93221
H -1.82890 17.66435 -4.30732
H -4.17082 18.84111 -3.68281
H -4.98070 20.12752 -6.01699
N 5.99085 18.27066 -9.66566
C 7.25560 17.84478 -9.87600
C 8.08253 18.93770 -9.88969
C 7.26177 20.06294 -9.61898
C 5.96820 19.61672 -9.42930
H 5.12633 17.75216 -9.72225
H 7.51517 16.80813 -10.02096
H 9.15281 18.94170 -10.00566
H 7.69278 21.03089 -9.42033
H 5.04507 20.16403 -9.35336
N 2.99902 16.93869 -9.24958
C 2.81129 18.03243 -10.03367
C 3.33052 17.75976 -11.28552
C 3.93023 16.49427 -11.21233
C 3.77298 16.01684 -9.89605
H 2.94325 17.07259 -8.23810
H 2.26567 18.89166 -9.67635
H 3.29394 18.36760 -12.17395
H 4.40417 16.04892 -12.07204
H 4.17651 15.15673 -9.39060
N 9.76931 21.23644 -4.38664
C 8.89084 21.06655 -5.42044
C 9.29455 21.81415 -6.48391
C 10.42096 22.57439 -6.04103
C 10.68628 22.18353 -4.75960
H 9.67560 20.85361 -3.46184
H 8.01571 20.45347 -5.26728
H 8.76303 21.92293 -7.41194
H 10.95092 23.30602 -6.62738
H 11.48758 22.64321 -4.20187
N 9.97861 18.09726 -3.34216
C 8.78226 17.50580 -3.60031
C 7.92704 17.89447 -2.56419
C 8.69204 18.77018 -1.75959
C 10.00435 18.80879 -2.17121
H 10.78113 17.92765 -3.92544
H 8.68467 16.92485 -4.49990
H 6.88827 17.62340 -2.49542
H 8.29328 19.33488 -0.92789
H 10.79970 19.42274 -1.79007
N 0.60445 10.45256 -4.47603
C -0.60490 10.19854 -3.89828
C -1.32972 11.36049 -3.92040
C -0.53035 12.35140 -4.48902
C 0.67992 11.78220 -4.81388
H 1.43244 9.89075 -4.58275
H -0.91899 9.24318 -3.51003
H -2.35475 11.45100 -3.59819
H -0.84196 13.38653 -4.51690
H 1.53910 12.07016 -5.39682
N 1.77041 18.75956 -1.67004
C 0.83194 17.85319 -2.11213
C -0.14523 17.79896 -1.15736
C 0.16759 18.71639 -0.14310
C 1.34274 19.34576 -0.51672
H 2.63105 18.92936 -2.15855
H 1.06423 17.21505 -2.94804
H -0.99928 17.14002 -1.20103
H -0.41933 18.83944 0.75158
H 1.95062 20.05453 0.01903
N 1.45017 21.88964 -6.00759
C 0.54536 22.01257 -7.06481
C -0.70142 21.68666 -6.60837
C -0.50895 21.19697 -5.29003
C 0.77525 21.36714 -4.92784
H 2.40012 22.17818 -6.14428
H 0.96297 22.49021 -7.93814
H -1.62861 21.61554 -7.15079
H -1.26901 20.70152 -4.70472
H 1.26949 21.24170 -3.97868
N 6.04919 22.35466 -3.06936
C 5.47627 21.19134 -3.45946
C 4.10070 21.36256 -3.41286
C 3.89305 22.65232 -2.86333
C 5.12628 23.26070 -2.66437
H 7.02944 22.58103 -3.07540
H 6.03268 20.33280 -3.79833
H 3.31590 20.74207 -3.81114
H 2.88719 23.04451 -2.80832
H 5.24347 24.30736 -2.45010
N 1.58074 12.41078 -1.67868
C 1.92626 13.71930 -1.82688
C 3.26812 13.84279 -1.51059
C 3.76244 12.54276 -1.21627
C 2.66990 11.70913 -1.25619
H 0.69008 11.98184 -1.86583
H 1.25938 14.48294 -2.18904
H 3.82172 14.75649 -1.66185
H 4.71183 12.25343 -0.79776
H 2.56298 10.67204 -0.97953
N 4.34722 9.67609 -5.81420
C 4.79192 10.96597 -6.05032
C 3.90504 11.56894 -6.88673
C 2.84245 10.66899 -7.12610
C 3.15537 9.48577 -6.48251
H 4.87846 8.93824 -5.39409
H 5.69950 11.27080 -5.55747
H 4.03705 12.53340 -7.35044
H 1.99434 10.81860 -7.77527
H 2.79786 8.46780 -6.48447
N 0.13087 13.25503 -7.92646
C -0.04276 12.01926 -8.52900
C 0.86432 12.02746 -9.57768
C 1.37072 13.32538 -9.72808
C 0.97746 14.05795 -8.64380
H -0.19410 13.51575 -7.01009
H -0.57746 11.20735 -8.07259
H 1.08601 11.24842 -10.29406
H 2.05351 13.73551 -10.45704
H 1.26244 15.01788 -8.24851
N 8.33850 13.30879 -3.48786
C 7.13083 12.80025 -3.02423
C 6.14795 13.28791 -3.84306
C 6.77272 14.01358 -4.86013
C 8.12937 13.99191 -4.67763
H 9.22116 13.04981 -3.08915
H 7.00184 12.21018 -2.13352
H 5.11244 13.06168 -3.63743
H 6.21780 14.45886 -5.67282
H 8.91761 14.44768 -5.24836
C 2.17598 14.99398 -5.14827
C 3.51426 15.55293 -5.55098
N 3.41782 16.83326 -6.23536
C 2.55486 17.88887 -5.68447
C 1.10351 17.78017 -6.11108
C 4.77240 17.36324 -6.45013
C 5.48216 17.77485 -5.11606
H 2.30165 14.03245 -4.63266
H 1.53177 14.80457 -6.00436
H 1.70627 15.52231 -4.31240
H 4.20100 15.65898 -4.70031
H 3.96053 14.76644 -6.16997
H 2.91445 18.88378 -5.95616
H 2.65687 17.90150 -4.58936
H 0.66649 18.77334 -5.97938
H 0.50419 17.07706 -5.53307
H 0.97537 17.50020 -7.15926
H 5.40890 16.63681 -6.96164
H 4.71101 18.23081 -7.10829
H 4.69449 18.23302 -4.51681
H 5.99192 16.95883 -4.60960
H 6.24015 18.53921 -5.29566
*
```

Record 2
Here is 2 unconnected molecules or ions with the total composition C3H10N2O from the OMol25 dataset. Energies are from ωB97M-V with the def2-TZVPD basis set.

For the frontier orbital gap, the calculation gives 8.4693 eV.

ORCA input file:
```
! wB97M-V def2-TZVPD RIJCOSX def2/J DEFGRID3
* xyz 0 1
C 0.20897 -0.17818 0.98368
N 0.33907 -0.16638 -0.49104
C 0.11923 -1.50759 -0.94075
O -0.46315 -1.59396 -2.23388
C 0.47293 1.16469 1.59680
N -0.36031 2.24657 1.06325
H 0.68269 -1.08651 1.38064
H -0.84759 -0.33654 1.22900
H -1.23475 0.41189 -0.90081
H 1.09325 -2.02197 -1.00174
H -0.52429 -2.12113 -0.25468
H -0.60162 -0.63467 -2.34783
H 0.34969 1.12380 2.70891
H 1.49886 1.49656 1.39222
H -1.15495 2.59420 1.57531
H -0.65233 1.93235 0.13907
*
```

Record 3
Here is a molecular structure, C21H15I2N3O3PdS from the OMol25 dataset. Energies are from ωB97M-V with the def2-TZVPD basis set.

For the frontier orbital gap (alpha / beta), the calculation gives 7.3112 / 5.9262 eV.

ORCA input file:
```
! wB97M-V def2-TZVPD RIJCOSX def2/J DEFGRID3
* xyz 0 3
Pd -0.25977 1.61947 -0.58640
C -0.71542 -6.76437 0.20716
C -0.71120 -5.33635 -0.26110
C -0.95177 -4.29178 0.62966
C -0.98381 -2.97795 0.19812
C -0.76616 -2.69851 -1.14365
C -0.52579 -3.71993 -2.05046
C -0.49667 -5.03149 -1.60143
S -0.81328 -1.03290 -1.71055
O -1.92323 -0.37609 -1.04092
O -0.77038 -1.07184 -3.14730
N 0.46519 -0.26896 -1.07683
C 1.60915 0.06212 -1.79804
C 2.28619 -0.75087 -2.70259
C 3.41194 -0.22519 -3.30457
C 3.82546 1.07168 -3.00298
C 3.08079 1.80558 -2.10063
N 1.99704 1.30952 -1.50224
H -0.57964 -6.82877 1.28589
H 0.07647 -7.33965 -0.27259
H -1.66440 -7.24544 -0.03817
H -1.12336 -4.51320 1.67615
H -1.18689 -2.17213 0.89129
H -0.37769 -3.48207 -3.09457
H -0.31135 -5.83109 -2.30877
H 1.92574 -1.74351 -2.92716
H 3.97006 -0.82047 -4.01578
H 4.70187 1.50554 -3.46162
H 3.34781 2.82169 -1.83880
I -2.92877 6.19116 -0.87166
C -2.07044 5.20323 0.73486
C -2.18181 5.75414 2.02440
C -1.63974 5.14945 3.12746
I -1.85942 6.05508 4.98837
C -0.94281 3.92302 2.97972
C -0.34503 3.18132 4.02326
C 0.29385 2.00178 3.75903
C 0.34941 1.53663 2.43528
N -0.19707 2.20899 1.45205
C -0.83920 3.38585 1.68180
C -1.40017 4.01069 0.51183
O -1.25197 3.44767 -0.64338
H -2.71775 6.68719 2.13540
H -0.40226 3.55943 5.03548
H 0.75370 1.42412 4.54776
H 0.84258 0.60722 2.17721
*
```

Record 4
Here is a single C5H12N2O molecule from the OMol25 dataset. Energies are from ωB97M-V with the def2-TZVPD basis set.

For the frontier orbital gap, the calculation gives 8.1265 eV.

ORCA input file:
```
! wB97M-V def2-TZVPD RIJCOSX def2/J DEFGRID3
* xyz 0 1
C 0.24670 -1.06720 0.42735
C 0.00888 0.18650 1.09494
C -1.34889 0.65677 1.44878
C 0.54897 1.52835 -0.62774
C 0.34451 -0.27088 -1.01208
N -1.00962 -0.26629 -1.55924
N 1.51058 -1.69971 0.72989
O 1.36866 -0.56748 -1.67554
H -0.62000 -1.72990 0.40232
H 0.86637 0.61897 1.59504
H -1.00564 0.31531 -2.39281
H -1.19945 -1.21525 -1.87400
H 1.37797 -2.65587 1.03033
H 2.05614 -1.69671 -0.13505
H -1.66203 0.07180 2.32487
H -2.04717 0.44674 0.63878
H -1.37882 1.71134 1.71766
H -0.16027 2.20886 -0.15640
H 0.53771 1.73898 -1.69923
H 1.56540 1.68567 -0.27783
*
```

Record 5
Here is a molecular structure, C40H38OP2RhSe5Te from the OMol25 dataset. Energies are from ωB97M-V with the def2-TZVPD basis set.

For the frontier orbital gap (alpha / beta), the calculation gives 5.9056 / 5.8477 eV.

ORCA input file:
```
! wB97M-V def2-TZVPD RIJCOSX def2/J DEFGRID3
* xyz 1 5
Rh 0.00943 -0.01350 0.11520
Se 0.30710 -0.06831 2.72436
Se -0.78775 -1.42632 4.11125
Te -2.49171 -2.68043 2.56137
Se -1.72947 -2.09621 0.35162
O 2.33160 -0.91094 -2.68525
C 1.86823 -0.55839 -3.91815
C 2.50049 -0.74041 -5.14149
C 1.89196 -0.31653 -6.31239
C 0.65236 0.29393 -6.28250
C 0.01686 0.46116 -5.06365
C 0.60371 0.04088 -3.87537
P -0.38424 0.15399 -2.30988
C -1.23622 1.73435 -2.70168
C -0.46105 2.85889 -2.40992
C -0.91003 4.13339 -2.71623
C -2.15608 4.30877 -3.30315
C -2.92450 3.19960 -3.61716
C -2.46517 1.92046 -3.33053
C -1.51414 -1.24161 -2.66165
C -2.89786 -1.19534 -2.51268
C -3.66785 -2.33261 -2.72169
C -3.06324 -3.53749 -3.03653
C -1.67957 -3.60544 -3.13871
C -0.91155 -2.46734 -2.95854
C 3.46793 -1.58208 -2.32582
C 4.47423 -2.08623 -3.13997
C 5.55836 -2.74149 -2.57262
C 5.65886 -2.90712 -1.20367
C 4.66184 -2.39347 -0.39107
C 3.57200 -1.73161 -0.93930
P 2.31430 -0.98881 0.18308
C 2.26570 -2.36702 1.39843
C 1.46906 -3.43746 0.98523
C 1.28632 -4.54657 1.79397
C 1.90087 -4.60159 3.03727
C 2.74535 -3.57574 3.43104
C 2.94282 -2.47251 2.61235
C 3.36662 0.38205 0.79023
C 3.77289 1.26032 -0.22082
C 4.51976 2.38685 0.07585
C 4.86859 2.66127 1.39292
C 4.45505 1.80942 2.40217
C 3.70259 0.67904 2.10687
H 3.46040 -1.21408 -5.22708
H 2.39850 -0.47394 -7.25520
H 0.17798 0.63109 -7.19390
H -0.95826 0.92383 -5.04229
H 0.51320 2.71204 -1.95725
H -0.28971 4.99723 -2.51428
H -2.51654 5.30478 -3.52397
H -3.88366 3.32608 -4.10330
H -3.06553 1.07479 -3.63549
H -3.38521 -0.27757 -2.21611
H -4.74491 -2.27592 -2.62743
H -3.66366 -4.42353 -3.19432
H -1.19791 -4.54873 -3.36210
H 0.16705 -2.52909 -3.05285
H 4.46464 -1.98684 -4.20946
H 6.33385 -3.12341 -3.22301
H 6.50434 -3.42435 -0.77120
H 4.72936 -2.50743 0.68219
H 1.01061 -3.40135 0.00318
H 0.65978 -5.36189 1.45500
H 1.73992 -5.45341 3.68544
H 3.25909 -3.63445 4.38212
H 3.64890 -1.71523 2.92146
H 3.49618 1.05034 -1.24952
H 4.84102 3.04639 -0.72072
H 5.45642 3.53892 1.62787
H 4.71295 2.02369 3.43122
H 3.37038 0.05453 2.92142
C 1.29632 4.28098 0.14519
Se 0.90927 2.58274 1.02327
C -0.71578 3.21875 1.91493
C -1.95226 3.12936 1.04878
Se -2.46784 1.25473 0.80246
C -4.03454 1.62214 -0.28592
H 1.65187 4.97392 0.90332
H 0.39945 4.66085 -0.33496
H 2.08002 4.10830 -0.58822
H -0.51722 4.24780 2.21237
H -0.83666 2.61964 2.81698
H -1.80530 3.56820 0.06067
H -2.79785 3.61707 1.53585
H -4.70559 2.25729 0.28701
H -4.51929 0.67029 -0.48798
H -3.73609 2.10927 -1.20832
*
```

Record 6
Here is a molecular structure, C61H35FeI4N5O4 from the OMol25 dataset. Energies are from ωB97M-V with the def2-TZVPD basis set.

For the frontier orbital gap (alpha / beta), the calculation gives 4.6167 / 4.6204 eV.

ORCA input file:
```
! wB97M-V def2-TZVPD RIJCOSX def2/J DEFGRID3
* xyz -2 1
Fe 0.00990 0.05900 0.11850
I -4.47950 -6.68630 4.31030
C -3.63720 -4.84030 3.69220
C -3.19450 -3.94140 4.64420
C -2.66370 -2.73060 4.24940
C -2.56950 -2.38280 2.89490
C -3.02100 -3.33550 1.95960
C -3.54760 -4.54630 2.34270
C -1.98080 -1.17660 2.35460
C -0.78000 -0.58790 2.84500
C -0.38250 -0.40830 4.18870
C 0.75410 0.36060 4.18070
C 1.10860 0.55800 2.82330
C 2.30780 1.09590 2.31070
C 3.22770 1.85450 3.14090
C 3.76270 3.04110 2.61560
C 4.64800 3.81280 3.33610
C 5.00550 3.41490 4.61310
I 6.37750 4.58980 5.73370
C 4.50160 2.25180 5.16480
C 3.63430 1.47340 4.42460
C 2.72440 0.82070 0.98880
N 1.92610 0.25530 0.05130
C 2.71700 -0.14980 -0.97880
C 2.22690 -0.68670 -2.18180
C 3.19360 -1.25860 -3.12910
C 4.15280 -0.45370 -3.73980
C 5.07990 -0.99160 -4.60920
C 5.05760 -2.35020 -4.85850
I 6.49500 -3.17410 -6.19110
C 4.12530 -3.17690 -4.26230
C 3.19170 -2.62510 -3.40530
C 0.89150 -0.55330 -2.59530
C 0.44060 -0.61360 -3.94710
C -0.83200 -0.10990 -3.96460
C -1.17120 0.19280 -2.61360
N -0.11030 -0.07490 -1.81150
C -2.44820 0.51020 -2.12500
C -2.80730 0.27840 -0.79300
C -4.11740 -0.02690 -0.32970
C -3.96680 -0.66190 0.87630
C -2.57480 -0.66040 1.17100
N -1.89800 -0.03670 0.18030
C -3.48820 0.80950 -3.12580
C -4.33010 -0.18550 -3.61400
C -5.24650 0.08700 -4.61320
C -5.32600 1.37010 -5.11730
I -6.70590 1.79310 -6.67470
C -4.52240 2.38250 -4.63320
C -3.60020 2.09680 -3.64240
C 4.07580 0.15160 -0.67690
C 4.07340 0.80600 0.52500
N 0.12740 0.02740 2.03070
H -3.26330 -4.18390 5.69540
H -2.34690 -2.03690 5.01000
H -2.90910 -3.11810 0.90840
H -3.87290 -5.25910 1.59910
H -0.90480 -0.74410 5.06230
H 1.26750 0.73440 5.04550
H 3.46170 3.35810 1.62760
H 5.04450 4.72380 2.91140
H 4.78080 1.94830 6.16390
H 3.31070 0.52660 4.82530
H 4.15010 0.60770 -3.54140
H 5.80590 -0.35300 -5.08770
H 4.12440 -4.23920 -4.45240
H 2.46650 -3.26440 -2.92530
H 1.01820 -0.96960 -4.78160
H -1.48120 0.00500 -4.81430
H -5.02790 0.16470 -0.86930
H -4.73750 -1.06460 1.51090
H -4.24370 -1.18760 -3.22070
H -5.88170 -0.69420 -5.00170
H -4.60610 3.38380 -5.02720
H -2.95410 2.87540 -3.26210
H 4.92750 -0.08230 -1.29230
H 4.93180 1.18450 1.04880
C -0.47950 4.84510 3.12610
C -1.01710 3.55430 3.20050
C -0.90150 2.69420 2.14510
C -0.19610 3.03800 0.97200
C 0.06100 2.10390 -0.07560
C 0.60470 2.62950 -1.23050
C 0.94900 3.98040 -1.38300
C 0.81730 4.84670 -0.33720
C 0.25630 4.38780 0.86880
C 0.11260 5.25710 1.96870
H -0.55300 5.51960 3.96730
H -1.51950 3.23720 4.10240
H -1.35970 1.72170 2.18780
H 0.79380 1.99710 -2.08420
H 1.36080 4.31810 -2.32730
H 1.12630 5.88170 -0.42000
H 0.48660 6.26830 1.87910
O 0.92180 -2.69050 1.97290
C 0.41240 -2.85620 0.86900
O 0.08150 -1.95420 0.03620
C 0.16050 -4.26470 0.37440
C 0.09360 -4.52360 -0.99430
C -0.01890 -5.81260 -1.46190
C -0.08440 -6.87830 -0.55640
C -0.08100 -6.61710 0.82010
C 0.04990 -5.32410 1.27420
N -0.12980 -8.19970 -1.03210
O -0.13240 -8.39310 -2.26150
O -0.15320 -9.12980 -0.20700
H 0.14910 -3.68390 -1.67210
H -0.04410 -6.02860 -2.51900
H -0.16460 -7.44690 1.50490
H 0.08330 -5.10620 2.33220
*
```

Record 7
Here is a single C2H2N2O4 molecule from the OMol25 dataset. Energies are from ωB97M-V with the def2-TZVPD basis set.

Its SMILES is O=c1c(O)non1O. For the frontier orbital gap, the calculation gives 9.0340 eV.

ORCA input file:
```
! wB97M-V def2-TZVPD RIJCOSX def2/J DEFGRID3
* xyz 0 1
O 1.54464 -1.12712 0.57472
C 0.59595 -0.55702 -0.05267
C -0.94978 -0.65558 -0.31975
O -1.61648 -1.71826 -0.07955
N -1.52746 0.37547 -0.72019
O -0.43865 1.40487 -1.14975
N 0.78607 0.86723 -0.39960
O 0.73938 1.71776 1.00285
H -0.91827 -2.51313 -0.02676
H 1.78460 2.20577 1.17070
*
```

Record 8
Here is 2 unconnected molecules or ions with the total composition C5H13NO from the OMol25 dataset. Energies are from ωB97M-V with the def2-TZVPD basis set.

For the frontier orbital gap (alpha / beta), the calculation gives 9.9151 / 5.2068 eV.

ORCA input file:
```
! wB97M-V def2-TZVPD RIJCOSX def2/J DEFGRID3
* xyz 1 2
C -2.18128 0.36242 0.92702
C -1.83040 1.80495 1.34046
C -0.96156 -0.53930 1.07780
H -2.99781 -0.08482 1.49034
H -2.66802 0.31647 -0.05115
H -1.07913 1.74966 2.13543
H -0.78429 -0.81363 2.11753
H -1.10455 -1.45376 0.49560
H -2.65493 2.21870 1.93071
H -1.51593 2.26599 0.39255
H -0.00974 -0.04956 0.80248
C 2.06823 -1.56856 -1.97970
C 2.47114 -0.37333 -1.15828
O 3.64513 -0.15086 -0.87114
N 1.48999 0.53383 -0.93310
H 1.47592 -1.04503 -2.73664
H 1.53089 -2.39544 -1.47001
H 1.56791 1.36204 -0.35075
H 0.63004 -0.01208 -0.75180
H 2.90840 -2.12769 -2.40734
*
```

For reference, strongest force on any atom by record: 0.048, 0.078, 0.008, 0.010, 0.012, 0.050, 0.122, 0.040 hartree/bohr.